{
  "formula": "C4H7NO",
  "method": "wB97M-V/def2-TZVPD",
  "charge": 0,
  "de_lowest_ev": 1.870,
  "energy_ev": -7797.774,
  "smiles": "CC/N=C\\C=O",
  "lumo_ev": -0.186,
  "homo_lumo_gap_ev": 9.388,
  "elements": ["C", "C", "N", "C", "C", "O", "H", "H", "H", "H", "H", "H", "H"],
  "positions_angstrom": [[1.604, 1.119, 0.168], [0.294, 0.746, -0.527], [0.285, -0.696, -0.717], [-0.614, -1.454, -0.247], [-1.863, -1.101, 0.509], [-2.517, -1.969, 1.041], [1.834, 2.180, 0.037], [2.418, 0.527, -0.261], [1.557, 0.904, 1.240], [-0.562, 1.149, 0.032], [0.273, 1.193, -1.527], [-0.500, -2.532, -0.388], [-2.184, -0.044, 0.545]],
  "atomic_forces_ev_per_a": [[0.1, 0.0, 0.0], [0.0, 0.1, 0.0], [-0.3, -0.2, 0.2], [0.2, 0.0, -0.1], [-0.2, -0.2, 0.1], [0.2, 0.4, -0.2], [-0.1, -0.1, 0.0], [-0.1, 0.1, 0.0], [0.0, 0.0, -0.2], [0.1, -0.1, -0.1], [0.0, -0.1, 0.1], [0.0, 0.1, 0.0], [0.0, -0.1, 0.0]],
  "mulliken_charge": [-1.1575, -0.1433, -0.4063, 0.0042, 0.0052, -0.4475, 0.3308, 0.3198, 0.2971, 0.1965, 0.2751, 0.3829, 0.3430]
}